*a*
Formula: C2H7NO2
Source: the Open Molecules 2025 dataset
Level of theory: ωB97M-V with the def2-TZVPD basis set

The geometry in XYZ format:
```
12
Properties=species:S:1:pos:R:3
O 0.1881 2.6354 1.0177
O -0.8350 -0.9767 -2.5924
N 0.3254 0.4880 -1.2705
C -0.1245 0.0675 -2.4982
C 0.0000 0.0000 0.0000
H 0.8276 1.3790 -1.2494
H 0.9438 -0.2231 0.5254
H -0.5368 -0.9473 -0.1764
H 0.8102 2.3421 0.3140
H 0.7640 2.8356 1.7901
H -0.6208 0.6407 0.6486
H 0.1042 0.8320 -3.2798
```

For the gap between HOMO and LUMO, the calculation gives 10.1 eV. Its SMILES is CNC=O.O. Its HOMO energy is -9.7 eV.



*b*
Formula: C2H7NO2
Source: the Open Molecules 2025 dataset
Level of theory: ωB97M-V with the def2-TZVPD basis set

The geometry in XYZ format:
```
12
Properties=species:S:1:pos:R:3
O 1.5793 2.4525 -0.1990
O -0.4169 -1.9386 1.5130
N 0.1214 0.1460 0.8381
C -1.3137 -1.3112 -0.5886
C -0.4713 -1.0877 0.6295
H 1.2427 2.7755 -1.0404
H 2.5518 2.5085 -0.1912
H 0.4722 0.6482 0.0306
H -1.6290 -0.4093 -1.0981
H -2.1492 -1.9253 -0.2657
H 0.7454 0.1188 1.6060
H -0.7327 -1.9774 -1.2341
```

For the gap between HOMO and LUMO, the calculation gives 9.9 eV. Its SMILES is CC(N)=O.O. Its HOMO energy is -9.5 eV.



Short version: *b* is the most stable of them.



*a*
Formula: C4H12N2S
Source: the Open Molecules 2025 dataset
Level of theory: ωB97M-V with the def2-TZVPD basis set

The geometry in XYZ format:
```
19
Properties=species:S:1:pos:R:3
S 2.3663 -2.1297 0.6549
N -2.9270 2.1322 -0.6344
N -0.8731 0.1776 -0.1123
C -0.4961 1.4529 -0.6612
C 1.0435 -0.9746 0.9757
C 0.0157 -0.9259 -0.2107
C -1.5691 2.5166 -0.3707
H -1.4323 2.7573 0.6863
H -0.5457 -1.8626 -0.1539
H -0.4280 1.3397 -1.7535
H -3.2278 2.5122 -1.5230
H 0.5695 -1.2962 1.8987
H 2.6554 -1.7602 -0.6016
H -1.3822 0.2452 0.7724
H 0.5141 1.7413 -0.3371
H -1.1660 3.4603 -0.7205
H 1.4183 0.0267 1.1609
H -3.1206 1.1423 -0.6149
H 0.5665 -0.8241 -1.1379
```

For the gap between HOMO and LUMO (alpha / beta), the calculation gives 10.5 / 5.3 eV. The expectation value of S² is 0.76. Its HOMO energy (alpha / beta) is -13.5 / -13.3 eV. As for the spin multiplicity: 2. As for the charge: +1.



*b*
Formula: C4H12N2S
Source: the Open Molecules 2025 dataset
Level of theory: ωB97M-V with the def2-TZVPD basis set

The geometry in XYZ format:
```
19
Properties=species:S:1:pos:R:3
S 1.2389 2.1696 -1.2677
N -0.4028 -0.0724 1.7514
N 1.2610 -0.7753 -1.5734
C -0.0645 1.2590 -0.4197
C -1.7782 -0.3570 1.3171
C 0.4868 0.1105 0.5543
C 0.8522 -1.1525 -0.1875
H -2.0397 -1.2859 1.8252
H 0.3533 2.8773 -2.0603
H 0.5477 -1.1932 -2.1481
H -0.5352 0.7608 -1.2365
H 1.4196 0.6170 1.0974
H -1.7668 -0.4339 0.2461
H 2.1681 -1.1903 -1.8582
H 0.0634 -0.3689 2.5248
H -0.1108 -1.7953 -0.3563
H -0.7227 2.0773 -0.2087
H 1.6165 -1.6529 0.4485
H -2.5871 0.4062 1.5518
```

For the gap between HOMO and LUMO (alpha / beta), the calculation gives 9.1 / 4.3 eV. The expectation value of S² is 0.75. Its HOMO energy (alpha / beta) is -12.5 / -12.3 eV. As for the spin multiplicity: 2. As for the charge: +1.



Short version: *a* is the most stable of them.



*a*
Formula: C14H11Cl3CoN5OSi
Source: the Open Molecules 2025 dataset
Level of theory: ωB97M-V with the def2-TZVPD basis set

The geometry in XYZ format:
```
36
Properties=species:S:1:pos:R:3
Co 0.0269 0.1431 -0.1574
Cl 0.1681 3.4259 1.0123
Cl 0.9939 4.4712 -1.9435
Cl -2.0320 3.3119 -1.4288
Si -0.0513 2.9820 -1.0001
O 0.4726 1.5623 -1.3959
N -0.5088 -0.7076 1.3465
N 0.3081 -0.7278 2.4630
N -1.7435 -0.3029 -0.7431
N 3.7238 1.1582 1.4862
N 1.6389 0.3196 0.8834
C 3.4445 -0.3836 5.3390
C -3.8401 -1.1392 0.0616
C 2.7192 0.9723 0.6127
C 4.5915 0.3104 4.9513
C -4.4025 -0.9317 -1.1789
C -1.7648 -1.0083 1.4834
C 3.6541 0.6496 2.7787
C 1.4298 -0.1812 2.1749
C -2.4946 -0.8270 0.2584
C 2.5017 -0.0411 3.1525
C 4.7023 0.8273 3.6774
C -2.3011 -0.1073 -1.9405
C -3.6198 -0.4139 -2.2063
C 2.4082 -0.5562 4.4470
H -4.0295 -0.2339 -3.1895
H 2.8157 1.4100 -0.3752
H -5.4440 -1.1693 -1.3524
H 5.4031 0.4468 5.6536
H -4.4186 -1.5423 0.8820
H 1.5072 -1.0859 4.7239
H 5.5904 1.3676 3.3732
H -1.6518 0.3330 -2.6860
H 4.5240 1.7006 1.2079
H 3.3692 -0.7843 6.3405
H -2.2256 -1.2329 2.4361
```

For the gap between HOMO and LUMO (alpha / beta), the calculation gives 6.2 / 6.2 eV. Its HOMO energy (alpha / beta) is -6.8 / -6.8 eV.



*b*
Formula: C14H11Cl3CoN5OSi
Source: the Open Molecules 2025 dataset
Level of theory: ωB97M-V with the def2-TZVPD basis set

The geometry in XYZ format:
```
36
Properties=species:S:1:pos:R:3
Co 0.9860 -0.9951 -0.4298
Cl 2.6431 -1.7638 2.6050
Cl -0.3431 -0.3861 2.5267
Cl -0.0612 -3.5653 2.7305
Si 0.8154 -1.9391 1.5838
O 1.0050 -2.7271 0.1945
N -0.9316 -0.7426 -0.5152
N 2.8977 -0.6655 -0.4047
N 0.9272 0.8691 -0.5909
N -3.1608 -1.3178 -0.2590
N -0.2962 1.5039 -0.5555
C 5.2072 -1.1787 -0.3547
C 3.8789 -1.5604 -0.4461
C -5.3374 1.6374 -0.2071
C -2.6373 1.0083 -0.4319
C -1.8673 -1.6297 -0.3689
C 5.5129 0.1658 -0.1929
C -4.9497 0.3166 -0.1796
C 1.9870 1.4969 -0.2662
C -1.2348 0.6226 -0.5190
C -4.3887 2.6557 -0.3445
C -3.0539 2.3441 -0.4524
C 3.1810 0.6419 -0.2663
C -3.5957 0.0077 -0.2923
C 4.4855 1.0937 -0.1447
H 6.5416 0.4870 -0.1011
H -5.6796 -0.4750 -0.0661
H -4.7064 3.6890 -0.3597
H -6.3864 1.8854 -0.1167
H -3.8299 -2.0592 -0.1296
H -2.3003 3.1133 -0.5478
H 2.0358 2.5110 0.1149
H 5.9824 -1.9308 -0.3847
H 4.6817 2.1496 -0.0165
H 3.5630 -2.5924 -0.5143
H -1.5711 -2.6703 -0.2971
```

For the gap between HOMO and LUMO (alpha / beta), the calculation gives 6.7 / 6.7 eV. Its HOMO energy (alpha / beta) is -7.7 / -7.7 eV.



Short version: *a* is the most stable of them.